Here is a molecular structure, C31H52BN2OP2S5Ti from the OMol25 dataset. Energies are from wB97M-V/def2-TZVPD.

Properties
Total energy ... -134570.4339 eV
Gap between HOMO and LUMO ... 6.4 eV
Total charge ... -1
Relative energy (zero: lowest compared OMol25 entry of this formula, charge and spin) ... 75.04 kJ/mol

```
95
Properties=species:S:1:pos:R:3:forces:R:3:mulliken_charge:R:1
Ti -1.812790 0.339926 -0.293128 -0.34 -0.19 -0.20 -1.001
C 0.241467 -1.876378 3.680371 0.01 0.03 0.02 -1.848
C -0.363696 -0.675366 4.416224 0.01 -0.14 0.04 1.801
C 0.603379 -0.298081 5.542709 -0.06 0.13 0.05 -1.870
C -1.699068 -1.120917 5.022967 -0.02 0.03 -0.01 -2.135
P -0.728371 0.588713 3.065048 -0.10 0.12 -0.01 0.994
C 0.983692 1.168231 2.646854 0.14 -0.02 0.08 -1.201
N 1.299943 0.887223 1.259159 -0.03 0.02 0.06 0.267
B 0.414199 0.626848 0.134063 -0.03 -0.04 0.01 1.980
N 1.344153 0.358416 -0.948998 0.09 -0.09 -0.07 0.483
C 1.004818 -0.086748 -2.282889 -0.03 -0.06 -0.04 -0.719
P -0.640643 0.637557 -2.730966 0.12 0.32 0.15 0.676
C -1.365736 -0.473984 -4.075389 -0.07 -0.12 0.05 2.481
C -0.962928 -1.932836 -3.814865 0.00 -0.01 0.05 -2.352
C -0.998370 -0.149854 -5.522877 0.04 0.03 0.00 -2.125
C -2.890080 -0.368181 -3.919961 0.00 0.03 0.01 -1.828
C -0.141345 2.303859 -3.460824 0.06 -0.05 -0.11 1.973
C 0.818719 2.281017 -4.659230 0.01 0.02 0.01 -1.747
C 0.580778 3.071189 -2.339885 -0.03 0.00 0.00 -1.808
C -1.412766 3.067178 -3.846599 0.01 0.00 0.00 -1.576
C 2.651583 0.454894 -0.513373 -0.03 -0.03 0.06 0.078
C 3.855024 0.261966 -1.169454 0.00 -0.01 0.00 -0.638
C 5.038717 0.440053 -0.451921 0.00 0.00 0.01 -0.951
C 5.013574 0.795282 0.889920 0.00 0.00 -0.01 -0.836
C 3.802805 0.980596 1.559997 0.00 0.01 0.00 -0.780
C 2.624700 0.800365 0.855089 -0.03 0.02 -0.05 0.553
C -1.539524 2.097250 3.862025 0.01 0.10 -0.05 2.025
C -1.171806 2.442763 5.304976 0.03 -0.05 0.01 -2.075
C -3.053247 1.862952 3.757603 0.00 0.03 0.03 -1.430
C -1.190457 3.315538 2.994765 -0.01 0.00 0.00 -2.031
H 0.460553 -2.669642 4.402836 0.00 0.00 0.00 0.638
H 1.178771 -1.620124 3.176723 -0.02 0.00 -0.01 0.208
H -0.437276 -2.271278 2.929145 0.02 -0.01 0.00 0.254
H 0.782886 -1.185142 6.159102 -0.01 -0.01 -0.01 0.530
H 0.212834 0.479602 6.195960 0.01 -0.03 -0.02 0.328
H 1.574889 0.027004 5.167061 0.00 0.00 0.00 0.273
H -1.547519 -2.032892 5.609376 0.00 0.01 0.00 0.521
H -2.437400 -1.332663 4.245647 0.01 -0.02 0.00 0.363
H -2.115015 -0.363899 5.689711 -0.01 -0.01 -0.01 0.344
H 1.704858 0.645905 3.278870 0.00 -0.07 -0.01 0.189
H 1.106014 2.229702 2.872774 -0.01 0.01 -0.04 0.484
H 0.935297 -1.176674 -2.317457 0.00 0.00 0.04 -0.288
H 1.782808 0.217688 -2.986761 -0.02 0.02 -0.04 0.306
H 0.088721 -2.115493 -4.045710 0.00 0.01 -0.01 0.362
H -1.561088 -2.574467 -4.470523 0.00 0.01 0.00 0.628
H -1.150898 -2.217189 -2.780145 0.01 0.00 0.00 0.305
H 0.076179 -0.211949 -5.699777 0.00 0.01 0.00 0.371
H -1.349982 0.833115 -5.834080 0.00 0.00 0.00 0.336
H -1.484290 -0.888446 -6.168550 0.01 -0.01 0.01 0.536
H -3.204369 -0.694550 -2.927922 -0.01 -0.03 -0.01 0.218
H -3.373427 -1.001898 -4.670709 0.00 0.00 0.01 0.535
H -3.246305 0.655101 -4.057756 0.01 0.00 -0.01 0.302
H 1.658358 1.599405 -4.511613 0.00 0.00 -0.01 0.172
H 1.240273 3.284442 -4.777016 0.00 0.00 0.00 0.506
H 0.329403 2.026442 -5.594521 -0.01 -0.01 -0.01 0.379
H 1.567689 2.650253 -2.139668 0.00 0.00 0.01 0.208
H 0.009140 3.077214 -1.413606 -0.01 0.00 0.00 0.033
H 0.716200 4.106243 -2.670277 0.00 0.00 0.01 0.710
H -1.955310 2.575903 -4.656988 -0.01 0.00 0.01 0.217
H -1.136995 4.069281 -4.191788 -0.01 0.00 0.00 0.522
H -2.078419 3.177315 -2.990671 0.00 0.00 0.00 0.193
H 3.882302 -0.043104 -2.208003 0.00 0.01 0.00 0.448
H 5.989418 0.293411 -0.949707 0.00 0.00 0.00 0.394
H 5.944181 0.931538 1.426860 0.00 0.00 0.00 0.398
H 3.792240 1.268599 2.603710 -0.01 -0.02 0.00 0.520
H -1.569871 1.720422 6.019047 0.04 -0.01 -0.01 0.300
H -1.604199 3.417798 5.554220 -0.02 -0.01 -0.01 0.523
H -0.091371 2.515159 5.447268 -0.01 0.03 -0.01 0.341
H -3.377902 1.009748 4.355906 0.00 -0.01 -0.03 0.293
H -3.355074 1.680861 2.725335 -0.01 0.02 0.01 -0.049
H -3.581189 2.750721 4.122011 0.00 -0.01 0.00 0.539
H -0.204753 3.718096 3.234604 -0.01 0.00 0.01 0.409
H -1.925126 4.104651 3.177251 0.00 0.00 0.01 0.545
H -1.228867 3.084131 1.931802 0.02 0.00 -0.02 0.087
S -3.966288 -0.508722 0.864498 0.14 0.07 0.15 -0.375
S -5.145822 1.105981 0.356850 -0.10 0.00 -0.05 -0.170
S -4.054123 1.894291 -1.201615 0.29 -0.12 0.09 -0.067
S -2.428907 2.773517 -0.283099 -0.20 0.49 0.08 -0.379
C -1.870322 -3.917969 0.014643 0.09 0.17 -0.42 -1.260
S -0.556515 -2.752381 0.348596 1.65 -2.17 1.84 0.709
O -1.533727 -1.197758 -0.838270 -1.53 1.82 -1.57 0.353
C 0.849934 -3.456702 -0.362234 0.16 -0.07 -0.12 0.303
C 2.089595 -2.923509 0.045082 -0.10 -0.03 -0.05 -0.335
C 3.259642 -3.284543 -0.590294 0.03 0.03 -0.05 -0.378
C 3.245075 -4.181626 -1.658137 -0.02 0.02 0.04 -0.784
C 2.029426 -4.704851 -2.071810 -0.02 -0.02 0.00 -0.639
C 0.842037 -4.348656 -1.444480 0.02 -0.07 0.14 -0.391
H -2.074816 -3.969468 -1.056880 -0.08 -0.02 0.03 0.270
H -2.752308 -3.507925 0.505025 0.00 -0.02 0.00 0.363
H -1.627321 -4.901376 0.413149 -0.05 -0.03 -0.01 0.349
H 2.110761 -2.201194 0.854840 0.01 -0.02 0.00 0.179
H 4.193398 -2.845280 -0.258686 0.00 0.00 0.00 0.413
H 4.164835 -4.459409 -2.156973 -0.01 0.00 0.00 0.366
H 1.995131 -5.398710 -2.904554 0.00 0.01 0.00 0.367
H -0.092734 -4.763508 -1.799028 0.00 0.01 0.00 0.315
```
Positions in Å, forces in eV/Å.

Here is C3H8OS in the gas phase from the OMol25 dataset. Energies are from wB97M-V/def2-TZVPD.

Properties
Total energy ... -16122.1028 eV
Gap between HOMO and LUMO ... 9.3 eV
Total charge ... 0
SMILES ... CSCCO
Relative energy (zero: lowest compared OMol25 entry of this formula, charge and spin) ... 109.47 kJ/mol

```
13
Properties=species:S:1:pos:R:3:forces:R:3:mulliken_charge:R:1
C -1.384756 -0.307703 -1.816886 -1.19 -3.04 0.60 -0.926
S -1.228919 -0.877784 -0.032977 -0.76 0.82 -1.49 -0.085
C 0.529628 -0.647003 0.225984 1.77 1.19 0.46 -0.664
C 0.917260 0.273113 1.526053 0.32 0.45 -2.87 -0.398
O 0.373858 1.566788 1.255310 -0.47 -1.49 -1.79 -0.494
H -1.978939 -1.009377 -2.468312 0.61 0.31 1.05 0.302
H -1.751966 0.618545 -2.037899 -1.67 2.72 0.53 0.374
H -0.456824 -0.206974 -2.253098 2.46 -0.53 -0.69 0.302
H 0.912631 -1.672110 0.302267 0.40 0.44 0.36 0.378
H 1.000009 -0.189400 -0.706934 -0.64 -0.47 1.36 0.283
H 0.500299 -0.118898 2.391099 -1.10 -0.99 1.62 0.339
H 2.005583 0.348321 1.729245 -0.34 -0.29 -0.65 0.313
H 0.562136 2.222481 1.886148 0.60 0.87 1.49 0.277
```
Positions in Å, forces in eV/Å.

Here is a molecular structure, C32H24ClCrN9O from the OMol25 dataset. Energies are from wB97M-V/def2-TZVPD.

Properties
Total energy ... -89973.7749 eV
⟨S²⟩ ... 0.7732
Gap between HOMO and LUMO (spin up / spin down) ... 6.5 / 6.4 eV
Multiplicity ... 2
Total charge ... +1

```
68
Properties=species:S:1:pos:R:3:forces:R:3:mulliken_charge:R:1
Cr -0.224991 -0.024053 0.066309 0.34 -0.99 1.73 0.077
Cl 4.177892 0.590554 5.770590 0.05 0.04 0.04 -0.203
C 2.901216 0.485339 4.611298 -0.15 0.00 0.03 -0.050
C 1.577356 0.356507 5.050021 0.18 0.04 -0.07 -0.590
C 0.561380 0.229060 4.136228 -0.24 -0.09 -0.26 -0.768
C 0.810774 0.219895 2.750933 0.86 0.02 0.22 0.043
O -0.185917 0.051901 1.916729 -0.42 0.21 -0.64 0.031
C 2.155194 0.388675 2.312992 -0.54 -0.12 0.47 0.912
C 2.531015 0.378852 0.937607 0.09 -0.12 -0.43 0.108
N 1.729777 0.194511 -0.062844 0.78 0.05 0.62 1.717
C 2.212008 0.194402 -1.385363 0.23 0.00 -0.52 0.252
C 3.521823 0.278302 -1.797783 -0.16 -0.04 0.24 -0.774
C 3.845202 0.270534 -3.163543 0.01 0.01 -0.23 -1.094
C 2.874676 0.198495 -4.124520 0.07 0.00 0.03 -0.902
C 1.517359 0.119043 -3.746252 -0.03 -0.04 0.18 0.518
C 0.448725 0.072282 -4.668504 -0.18 -0.02 0.12 -0.854
C -0.836000 -0.005060 -4.203440 0.19 -0.03 -0.26 -1.149
C -1.062126 -0.063654 -2.824090 -0.04 -0.08 0.27 -0.038
N -0.094931 -0.021842 -1.927346 0.07 0.20 -1.22 0.879
C 1.196166 0.092088 -2.372732 0.15 0.04 0.06 0.118
C 3.178957 0.514994 3.271331 0.13 -0.01 -0.10 -1.443
H 1.366553 0.357053 6.110774 0.00 -0.03 0.00 0.460
H -0.463876 0.105264 4.459986 0.01 0.03 0.01 0.495
H 3.589601 0.542865 0.747998 0.00 -0.04 -0.01 0.015
H 4.331280 0.329721 -1.082866 -0.01 -0.01 0.00 0.531
H 4.885898 0.327005 -3.452897 -0.01 -0.01 0.01 0.443
H 3.131526 0.196373 -5.175668 0.00 0.02 0.00 0.475
H 0.654440 0.100461 -5.730919 0.02 0.01 0.00 0.488
H -1.677665 -0.032948 -4.879879 -0.01 -0.02 0.02 0.481
H -2.071376 -0.162093 -2.446698 0.01 0.02 0.05 0.286
H 4.207728 0.605323 2.942561 -0.02 0.03 0.00 0.492
N -2.919036 -2.060446 0.051115 -0.10 0.25 0.07 -0.275
C -3.291222 -0.777471 0.089754 0.13 -0.30 -0.03 0.420
N -4.586202 -0.505710 0.108837 -0.28 0.07 -0.01 -0.788
C -4.912555 0.785949 0.086978 0.22 -0.37 0.05 0.204
N -6.204016 1.107700 0.083375 0.00 0.06 -0.01 -0.327
N -4.015941 1.794217 0.064595 0.10 0.35 0.00 -0.768
C -2.757825 1.428490 0.061238 -0.50 -0.46 -0.01 -0.254
N -2.306332 0.162238 0.065885 -0.23 0.09 -0.08 0.838
C -1.739575 2.491860 0.025162 0.32 0.55 -0.02 1.191
C -2.095153 3.832056 0.082014 -0.13 -0.20 0.01 -0.886
C -1.099310 4.791020 0.051969 0.20 -0.07 -0.01 -0.541
C 0.220323 4.373971 -0.043793 -0.15 0.10 0.01 -1.055
C 0.488797 3.019018 -0.104076 0.16 -0.09 -0.01 -0.278
N -0.463699 2.087743 -0.068430 -0.54 0.20 -0.08 0.634
H -3.629479 -2.759232 0.181977 -0.01 -0.02 -0.04 0.259
H -1.943524 -2.290819 0.162662 -0.19 -0.06 -0.07 -0.105
H -6.894944 0.378764 0.097679 -0.01 0.01 0.00 0.260
H -6.473704 2.074145 0.056362 -0.03 0.01 0.02 0.239
H -3.141990 4.086254 0.151426 0.00 0.02 0.01 0.562
H -1.342664 5.843192 0.104940 -0.02 0.00 -0.01 0.455
H 1.033164 5.085246 -0.069781 0.02 -0.02 0.00 0.467
H 1.507514 2.665575 -0.179053 0.00 -0.02 -0.01 0.504
C 0.130492 -2.234549 0.005707 -0.60 0.63 -0.21 -1.617
C 1.490627 -2.761423 0.201888 0.36 0.03 0.03 -0.230
C 2.315501 -3.079685 -0.885886 -0.13 0.18 0.02 -0.181
C 3.621898 -3.487474 -0.708626 0.15 -0.01 0.04 -0.895
C 4.148406 -3.608178 0.578367 -0.36 0.09 -0.04 0.477
C 3.320575 -3.371216 1.677481 0.14 -0.01 -0.01 -0.879
C 2.016686 -2.961938 1.486047 -0.10 0.13 -0.08 -0.259
C 5.524595 -3.943099 0.767692 0.32 -0.07 0.03 -0.036
N 6.643456 -4.165212 0.915304 -0.09 -0.02 -0.01 -0.511
H -0.491701 -2.573357 0.841008 0.12 -0.08 0.03 0.847
H -0.268634 -2.599721 -0.944862 -0.13 -0.07 0.06 0.658
H 1.919652 -2.991015 -1.892070 0.00 0.00 -0.01 0.434
H 4.248378 -3.714731 -1.561790 -0.01 0.01 0.00 0.515
H 3.711200 -3.506867 2.678110 0.00 0.02 -0.02 0.517
H 1.387499 -2.783145 2.349775 -0.02 0.04 0.02 0.443
```
Positions in Å, forces in eV/Å.

Question: Which of these has the highest total energy?
Answer: C3H8OS